Here is one molecule with the formula C3H9NS from OMol25. Energies are from ωB97M-V/def2-TZVPD.

```
14
Properties=species:S:1:pos:R:3
S -0.8072 -1.3859 -0.9120
N 0.3245 0.3796 0.9798
C 1.7553 0.3652 0.7158
C -0.4327 -0.8047 0.7814
C -1.3824 0.1171 -1.6278
H -2.4068 0.4178 -1.4402
H 2.0086 1.0066 -0.1402
H -1.4151 -0.0225 -2.7139
H 2.0847 -0.6256 0.4263
H -1.3460 -0.7046 1.3876
H -0.6688 0.9169 -1.4173
H 2.3082 0.7018 1.5988
H -0.0541 1.2885 1.0874
H 0.0317 -1.6502 1.2743
```

**Orbital gap**: 0.346 hartree
**Largest force on an atom**: 1.7 eV/Å
**E_LUMO**: 1.010 eV
**Energy relative to the best compared isomer or geometry (same formula, charge and spin)**: 71.4 kJ/mol
**Multiplicity**: 1
**E_tot**: -15581.5905 eV
**SMILES string**: CNCSC
**Charge**: 0

Atom charges from the Mulliken analysis, given in e for atoms 1 to 4: atom 1 (S): -0.09, atom 2 (N): -0.25, atom 3 (C): -0.86, atom 4 (C): -0.66